1.
# C2H5N3OS

C2H5N3OS in the gas phase in a non-equilibrium geometry (the ωB97M-V functional and the def2-TZVPD basis, OMol25).

Values from the calculation:
Strongest force on any atom: 0.038 Eh/bohr
Energy relative to the best compared isomer or geometry (same formula, charge and spin): 2.3221 eV
SMILES string: [H]/N=C(/NN)SC=O
HOMO energy: -9.6707 eV
Frontier orbital gap: 10.30 eV

```
! wB97M-V def2-TZVPD RIJCOSX def2/J DEFGRID3
* xyz 0 1
H -1.091 -2.621 0.015
N -1.479 -1.735 -0.288
C -0.695 -0.756 -0.044
N -0.991 0.537 -0.328
N -0.704 1.614 0.537
S 0.849 -1.018 0.793
C 1.975 -0.134 -0.351
O 3.149 -0.081 -0.208
H -1.919 0.612 -0.772
H -0.802 1.323 1.483
H 0.277 1.891 0.350
H 1.430 0.369 -1.188
*
```

2.
# C4H8O2

2 unconnected molecules or ions with the total composition C4H8O2 in a non-equilibrium geometry (the ωB97M-V functional and the def2-TZVPD basis, OMol25).

Values from the calculation:
Strongest force on any atom: 0.021 Eh/bohr
Energy relative to the best compared isomer or geometry (same formula, charge and spin): 1.9360 eV
SMILES string: C=C=O.CCO
HOMO energy: -9.8218 eV
Frontier orbital gap: 10.56 eV

```
! wB97M-V def2-TZVPD RIJCOSX def2/J DEFGRID3
* xyz 0 1
C 2.698 0.530 0.141
C 1.662 1.305 0.347
O 0.726 1.983 0.531
H 2.906 -0.269 0.841
H 3.324 0.689 -0.727
C -0.743 -1.125 -0.540
C -1.748 -0.356 0.308
O -2.034 0.926 -0.209
H 0.222 -0.607 -0.582
H -1.115 -1.230 -1.564
H -0.563 -2.125 -0.127
H -1.396 -0.292 1.351
H -2.702 -0.893 0.324
H -1.239 1.465 -0.093
*
```

3.
# C28H25N4O8P

4 unconnected molecules or ions with the total composition C28H25N4O8P (the ωB97M-V functional and the def2-TZVPD basis, OMol25).

Values from the calculation:
Strongest force on any atom: 0.016 Eh/bohr
SMILES string: CP(C)c1ccc2c(c1)C(=O)NC2=O.O=[N+]([O-])c1ccccc1.O=[N+]([O-])c1ccccc1.O=[N+]([O-])c1ccccc1
HOMO energy: -8.3933 eV
Frontier orbital gap: 7.58 eV

```
! wB97M-V def2-TZVPD RIJCOSX def2/J DEFGRID3
* xyz 0 1
C 3.565 -2.019 -1.590
P 3.308 -0.565 -2.699
C 3.486 0.805 -1.490
C 1.501 -0.736 -2.985
C 1.124 -1.618 -4.017
C -0.207 -1.851 -4.318
C -1.159 -1.198 -3.556
C -0.798 -0.333 -2.530
C 0.528 -0.069 -2.244
C -2.045 0.169 -1.886
O -2.184 1.115 -1.170
N -3.129 -0.688 -2.337
C -2.647 -1.241 -3.610
O -3.369 -1.566 -4.504
H 2.723 -2.054 -0.894
H 4.511 -1.928 -1.062
H 3.528 -2.918 -2.205
H 2.603 0.988 -0.879
H 4.282 0.519 -0.803
H 3.770 1.728 -1.995
H 1.905 -2.126 -4.571
H -0.502 -2.525 -5.111
H 0.778 0.624 -1.454
H -3.219 -1.496 -1.723
O 0.982 -2.419 0.151
N 0.861 -3.224 1.056
O 0.852 -4.427 0.907
C 0.721 -2.693 2.420
C 0.706 -1.322 2.603
C 0.557 -0.826 3.888
C 0.429 -1.699 4.960
C 0.454 -3.073 4.754
C 0.601 -3.581 3.473
H 0.809 -0.654 1.761
H 0.539 0.242 4.051
H 0.308 -1.308 5.962
H 0.356 -3.750 5.591
H 0.620 -4.646 3.297
O -10.639 -0.973 -0.520
N -9.529 -1.326 -0.865
O -9.162 -2.482 -0.927
C -8.560 -0.279 -1.232
C -8.943 1.046 -1.137
C -8.022 2.027 -1.466
C -6.745 1.673 -1.884
C -6.382 0.335 -1.980
C -7.297 -0.653 -1.651
H -9.939 1.306 -0.811
H -8.301 3.069 -1.394
H -6.026 2.442 -2.134
H -5.386 0.062 -2.305
H -7.031 -1.697 -1.719
O 4.067 1.257 1.571
N 4.203 2.462 1.495
O 3.436 3.204 0.916
C 5.379 3.063 2.145
C 6.285 2.235 2.782
C 7.399 2.804 3.377
C 7.588 4.180 3.330
C 6.661 4.992 2.691
C 5.544 4.434 2.090
H 6.125 1.167 2.811
H 8.121 2.173 3.876
H 8.461 4.619 3.793
H 6.808 6.063 2.658
H 4.816 5.053 1.588
*
```

4.
# C18H20Br2N2O2

C18H20Br2N2O2 in the gas phase (the ωB97M-V functional and the def2-TZVPD basis, OMol25).

Values from the calculation:
Strongest force on any atom: 0.015 Eh/bohr
SMILES string: CC[C@@H]1CCCCN1C(=O)COc1c(Br)cc(Br)c2cccnc12
HOMO energy: -8.3332 eV
Frontier orbital gap: 8.20 eV

```
! wB97M-V def2-TZVPD RIJCOSX def2/J DEFGRID3
* xyz 0 1
C 0.666 -0.397 -2.077
C -0.115 -1.451 -1.303
C -1.561 -1.110 -0.890
C -2.521 -0.843 -2.056
C -2.616 0.618 -2.482
C -2.904 1.465 -1.253
C -1.752 1.315 -0.265
N -1.584 -0.067 0.137
C -1.460 -0.490 1.413
O -1.523 -1.665 1.726
C -1.210 0.561 2.504
O -0.289 1.580 2.153
C 0.900 1.283 1.595
C 1.499 2.294 0.863
Br 0.605 3.965 0.763
C 2.706 2.126 0.187
C 3.328 0.907 0.220
Br 4.936 0.685 -0.779
C 2.804 -0.161 0.975
C 3.406 -1.431 1.076
C 2.848 -2.387 1.879
C 1.692 -2.057 2.606
N 1.099 -0.903 2.518
C 1.594 0.044 1.705
H 1.667 -0.771 -2.284
H 0.770 0.524 -1.508
H 0.191 -0.174 -3.028
H -0.157 -2.363 -1.903
H 0.428 -1.695 -0.385
H -1.921 -2.010 -0.375
H -2.218 -1.467 -2.898
H -3.520 -1.165 -1.751
H -1.687 0.955 -2.943
H -3.414 0.727 -3.219
H -3.002 2.518 -1.518
H -3.835 1.138 -0.786
H -1.950 1.930 0.611
H -0.838 1.685 -0.743
H -0.872 0.014 3.388
H -2.137 1.094 2.741
H 3.121 2.948 -0.376
H 4.310 -1.632 0.517
H 3.285 -3.369 1.968
H 1.230 -2.767 3.278
*
```

5.
# C2H5F3OSi

C2H5F3OSi in the gas phase in a non-equilibrium geometry (the ωB97M-V functional and the def2-TZVPD basis, OMol25).

Values from the calculation:
Strongest force on any atom: 0.057 Eh/bohr
Energy relative to the best compared isomer or geometry (same formula, charge and spin): 0.0000 eV
SMILES string: C[C@@H](O)[Si](F)(F)F
HOMO energy: -10.0551 eV
Frontier orbital gap: 10.77 eV

```
! wB97M-V def2-TZVPD RIJCOSX def2/J DEFGRID3
* xyz 0 1
C 0.072 -0.813 -1.175
C -0.065 -0.636 0.336
O 1.165 -0.921 0.967
Si -0.688 1.256 0.731
F -1.777 1.878 -0.225
F 0.545 2.125 0.281
F -1.080 1.471 2.224
H -0.591 -1.666 -1.393
H 1.221 -1.011 -1.332
H -0.123 0.146 -1.770
H -0.622 -1.402 0.810
H 1.944 -0.427 0.547
*
```

6.
# C5H18N2O2S

3 unconnected molecules or ions with the total composition C5H18N2O2S in a non-equilibrium geometry (the ωB97M-V functional and the def2-TZVPD basis, OMol25).

Values from the calculation:
Strongest force on any atom: 0.035 Eh/bohr
Energy relative to the best compared isomer or geometry (same formula, charge and spin): 1.4566 eV
SMILES string: CNCCNCCS.O.O
HOMO energy: -8.1213 eV
Frontier orbital gap: 8.56 eV

```
! wB97M-V def2-TZVPD RIJCOSX def2/J DEFGRID3
* xyz 0 1
C 0.637 2.521 -1.392
N 1.520 2.613 -0.226
C 1.183 1.615 0.774
C 1.956 0.290 0.610
N 1.188 -0.869 0.155
C 0.568 -1.649 1.231
C -0.921 -1.810 1.161
S -1.315 -2.483 -0.554
H 1.006 3.117 -2.220
H -0.339 2.935 -1.122
H 0.437 1.509 -1.759
H 2.461 2.545 -0.587
H 1.409 1.993 1.773
H 0.111 1.459 0.722
H 2.826 0.457 -0.023
H 2.396 -0.040 1.551
H 0.508 -0.656 -0.559
H 1.051 -2.638 1.311
H 0.973 -1.260 2.169
H -1.453 -0.860 1.149
H -1.390 -2.547 1.803
H -2.565 -2.005 -0.584
O -0.659 0.225 -3.194
H 0.135 -0.030 -2.706
H -0.890 -0.512 -3.765
O -1.750 1.848 2.216
H -2.261 1.702 1.412
H -2.090 1.292 2.922
*
```